Entry 1:
Density functional theory data (ωB97M-V/def2-TZVPD) for a cluster of 11 separate species, C4H30N2O10 in total.

**Energy relative to the best compared isomer or geometry (same formula, charge and spin)**: 61.3 kcal/mol
**HOMO energy**: -8.92 eV
**SMILES string**: [H]/N=C/NCCC.O.O.O.O.O.O.O.O.O.O
**Kohn-Sham gap**: 9.12 eV

Structure (ORCA input):
```
! wB97M-V def2-TZVPD RIJCOSX def2/J DEFGRID3
* xyz 0 1
O 1.22154 -3.83278 -2.27552
N -1.23751 1.86957 0.53711
H 0.71902 -2.02035 0.26294
C 0.92157 -0.95704 -0.03738
O -0.01402 -0.30335 -3.18254
H -1.35849 2.81807 0.22775
H -0.52731 -0.25599 1.54506
H 0.50705 3.50153 -1.05905
H -4.19367 1.41696 1.33096
H -3.16265 -2.01868 1.59927
H 2.22879 2.09241 3.68984
C 2.37303 -0.84350 0.57194
H 2.40528 -0.93991 1.67197
H 0.06786 0.64065 -3.04422
H -1.84002 -3.70124 -2.00871
H 0.32354 -3.93859 -1.94252
H -1.72765 1.34660 -2.06675
H -0.80135 -0.61917 -2.73165
O -0.27445 3.65640 -1.60717
H 1.58429 -3.00550 -1.95756
H -0.10535 3.97070 -2.49537
O -0.18425 -2.91678 1.88946
O -3.58052 0.67867 1.39461
H -0.66851 -2.12583 2.11554
H -1.80272 -2.49030 -0.87881
H 2.28196 0.87857 2.76328
O -2.48711 -1.81061 0.93360
H 2.96052 0.56281 -0.96173
H 2.64428 1.43774 0.55597
C 3.04214 0.48423 0.12756
O -1.47570 -3.32512 -1.19955
H 0.86993 -0.73425 -1.10431
H -2.77716 1.00031 0.92015
H 4.13269 0.47041 0.21462
N 0.04463 -0.00075 0.73959
H -2.30648 0.35845 -0.95460
O -2.13157 0.49433 -1.88371
O 1.06880 3.37543 0.98052
O 1.80140 1.70387 2.90268
H 1.29998 2.65550 1.60640
H 0.40131 3.95506 1.34983
H 0.52593 1.38185 -0.70755
H -2.81432 -0.96652 0.61070
H 2.96926 -1.64048 0.07802
H -0.72042 -3.50769 1.35458
C -0.20358 1.20429 0.12475
*
```

Mulliken population analysis, charges in e, atoms 1 to 6: -0.65 -0.53 0.24 -0.41 -0.65 0.27

=====

Entry 2:
Density functional theory data (ωB97M-V/def2-TZVPD) for a structure of composition C41H37BrFN10O9S2W.

**Energy relative to the best compared isomer or geometry (same formula, charge and spin)**: 7.9 kcal/mol
**HOMO energy**: -10.84 eV
**Kohn-Sham gap**: 6.39 eV

Structure (ORCA input):
```
! wB97M-V def2-TZVPD RIJCOSX def2/J DEFGRID3
* xyz 1 1
H 2.59351 -4.35402 4.22558
H -0.47254 4.53505 -1.26532
H -1.65939 -1.79117 -5.95447
H -1.63541 -3.13272 1.61955
C -0.75944 1.44358 -6.43243
C 0.17094 5.86498 2.48382
H -7.22425 3.35097 -1.21238
H 3.04572 -4.28141 1.85161
H 3.86843 3.89088 -0.69358
H -1.39691 -5.23082 2.91305
C -4.85232 0.54966 -1.52624
H -1.32981 -0.14185 -7.76390
C 3.30325 2.31318 2.23912
O -0.14491 2.68285 4.21822
H 2.06320 2.43192 -1.38387
C -1.31443 1.86701 4.38269
O -6.21191 2.69988 0.94293
C -0.25451 4.15565 0.86042
C 2.99303 -0.01525 -3.21801
C 3.61669 -1.18070 -3.61805
C 1.76176 1.50327 0.52856
N 2.62333 -1.60680 1.67517
H 4.60396 -1.70643 2.36151
C 3.65848 -3.64453 2.49204
C -0.87020 -3.85538 1.36198
C 1.63228 -1.73007 2.54070
C 3.42439 3.21438 0.02585
C 2.25091 1.50107 1.83697
C -0.73096 -5.02399 2.08027
N -5.10883 1.10607 -0.27796
C 2.38048 2.38766 -0.35286
C 1.11310 -5.68708 0.65891
C -2.91092 0.66747 0.72532
O -2.15889 0.13307 1.56840
O -2.38930 1.22975 -0.27987
H 4.29810 -2.46317 0.79853
C -0.37373 3.76489 -0.51055
H 4.28006 -1.21387 -4.47040
N -6.58250 2.57852 -1.30208
N 1.76693 -2.56045 3.57621
C 0.11945 4.89176 3.47518
C 0.25746 -5.96010 1.73806
C 3.35135 -2.30026 -2.85470
O -6.92374 2.59990 -3.55608
C -0.01186 -3.60827 0.29339
Br 5.26313 4.34106 1.87986
H 3.16468 0.92420 -3.73478
S -0.21059 -2.19137 -0.68579
C 3.89517 -2.31564 1.79760
C -4.40085 0.64105 0.89895
C -5.98789 2.17134 -0.12686
H -4.70308 -0.36657 1.18335
O -0.35254 -2.60480 -2.04513
C -1.14109 -0.41269 -4.39619
H -0.00739 6.23043 0.36991
C -6.36981 2.10886 -2.60624
H -2.19130 2.50001 4.53711
H 3.60250 -2.94153 4.53278
C 3.87932 3.18110 1.33191
C -1.34718 -0.78095 -5.71831
H 0.98865 -2.59951 4.21296
N -0.42817 2.49136 -2.34086
H 2.44759 -1.00653 0.88718
N 1.01538 -1.10831 -0.44701
C -0.03646 5.49793 1.17052
H 0.28201 5.14452 4.51750
H -1.47867 1.20880 3.53893
H 0.36358 6.89752 2.74622
H -4.65506 1.30454 1.71927
H -1.27824 -1.12891 -3.59740
C -0.14442 3.55930 3.18555
H 3.63927 2.28787 3.26846
H 1.87675 -6.40925 0.38743
H -4.15098 -0.27082 -1.56485
H -0.24052 2.82467 -4.86376
C 1.93667 -1.10677 -1.54906
C -0.74821 0.88837 -4.09637
H -1.13904 1.27649 5.27617
O -0.60450 0.32797 -1.76012
H 4.60953 -4.14350 2.67341
C -1.16119 0.14511 -6.73297
C -0.55137 1.81908 -5.11763
C -5.43080 0.99577 -2.63315
N -0.32250 2.56480 -0.95918
S 0.15081 -0.87644 2.40532
N 2.52825 -2.27069 -1.80699
C 0.97722 -4.52452 -0.06558
N 2.14660 0.02565 -2.19215
H 0.95973 -7.85606 2.08280
C -0.57915 1.27954 -2.69044
H 3.82049 -3.25478 -3.06960
H -0.34373 -7.40246 3.06497
F -5.16602 0.44611 -3.81710
C -0.31444 3.19126 1.85571
O -1.30411 -1.36918 -0.09732
N 0.41460 -7.10974 2.47590
C 2.93875 -3.41180 3.80683
H -0.62161 2.16598 -7.22752
H 1.79279 0.89141 2.59271
H 1.62836 -4.30848 -0.90720
W -0.25271 0.64336 0.12707
O -0.51826 1.92078 1.52187
*
```

Mulliken population analysis, charges in e, atoms 1 to 6: 0.44 0.60 0.47 0.56 -0.83 -0.83

=====

Entry 3:
Density functional theory data (ωB97M-V/def2-TZVPD) for a cluster of 4 separate species, C3H13NO3 in total.

**Energy relative to the best compared isomer or geometry (same formula, charge and spin)**: 69.3 kcal/mol
**HOMO energy**: -9.33 eV
**SMILES string**: C=NCC.O.O.O
**Kohn-Sham gap**: 9.88 eV

Structure (ORCA input):
```
! wB97M-V def2-TZVPD RIJCOSX def2/J DEFGRID3
* xyz 0 1
H 5.04635 -3.20986 0.36338
H -1.01380 -1.12616 1.25218
H -1.44988 2.50381 1.30117
O -1.26166 1.24206 -2.62863
H 3.02547 -0.63828 -0.48739
H 4.01680 -0.19162 -1.44171
H -3.62489 -0.66509 1.52203
H -3.49433 -0.24695 -0.12605
O 3.16555 -0.00199 -1.10524
H -1.21884 2.14488 -2.18879
O 4.19743 -2.66012 0.40687
C -3.04182 0.07217 0.84643
H 0.44431 2.35354 0.85996
H -1.54744 -0.76169 -0.40015
H -0.71365 0.81935 -1.89773
H -3.39983 1.07390 1.13386
N -0.50054 0.80775 0.49128
H 3.50820 -3.20885 0.64553
C -1.48916 -0.29530 0.65301
C -0.64827 1.98846 0.79999
*
```

Mulliken population analysis, charges in e, atoms 1 to 6: 0.32 0.36 0.25 -0.65 0.30 0.29